Density functional theory data (the ωB97M-V functional and the def2-TZVPD basis) for a cluster of 12 separate species, C24H62O19 in total at a distorted geometry.

Last column: Löwdin charge in e.
Atoms and positions in Å:
O1 -1.464 -3.259 0.037  -0.142
O2 -1.177 -1.053 5.428  0.029
O3 -4.152 0.421 0.006  -0.163
O4 4.497 -2.769 2.485  0.032
O5 2.401 2.670 -1.274  -0.163
O6 -1.114 7.244 -3.565  -0.013
O7 -1.754 7.835 -1.526  0.108
O8 -3.108 -2.085 5.518  0.141
O9 3.977 -4.861 3.336  0.091
O10 5.857 -3.724 3.754  0.021
O11 -5.412 -2.415 -1.173  -0.099
O12 3.343 0.493 0.478  -0.156
O13 -1.859 5.703 -2.281  0.043
O14 0.788 1.923 -3.184  0.103
O15 -0.735 -0.995 0.981  -0.138
O16 2.008 -0.603 -4.097  -0.136
O17 -0.719 0.283 -3.199  -0.006
O18 -1.320 -3.046 4.482  -0.015
O19 1.433 2.887 1.972  -0.127
C1 -0.227 1.465 -3.626  -0.444
C2 -0.286 0.099 0.160  -0.083
C3 -1.973 -2.058 5.143  -0.615
C4 -1.965 3.681 -0.929  -0.050
C5 -1.625 6.980 -2.372  -0.650
C6 2.264 2.690 3.082  -0.160
C7 -1.158 -3.796 -1.212  -0.183
C8 -2.394 1.189 -4.611  -0.141
C9 -1.782 -0.154 -4.090  -0.104
C10 3.284 -2.736 1.660  -0.161
C11 -2.245 5.179 -0.999  -0.204
C12 4.724 0.789 0.483  -0.156
C13 1.711 -1.875 -4.629  -0.166
C14 4.684 -3.866 3.223  -0.645
C15 -0.966 8.661 -3.870  -0.029
C16 -3.055 -3.922 2.918  -0.064
C17 -4.196 -0.031 1.386  -0.129
C18 -1.233 2.139 -4.592  -0.060
C19 3.527 -3.210 0.168  -0.040
C20 2.597 4.010 -0.857  -0.150
C21 -4.680 -3.618 -1.379  -0.130
C22 0.196 -1.057 5.048  -0.034
C23 6.284 -4.989 4.440  0.001
C24 -2.169 -4.159 4.098  -0.215
H1 3.720 -4.310 0.044  0.083
H2 -1.352 -0.698 -4.973  0.137
H3 0.601 3.253 2.287  0.083
H4 6.042 -5.907 3.934  0.079
H5 -1.392 3.156 -4.237  0.124
H6 -4.572 0.801 1.993  0.076
H7 3.047 -1.722 1.509  0.069
H8 1.553 -0.442 -3.220  0.087
H9 0.629 -0.070 -0.324  0.058
H10 -3.397 -4.899 2.523  0.092
H11 -2.783 1.055 -5.618  0.115
H12 1.994 4.684 -1.461  0.071
H13 5.809 -5.053 5.466  0.112
H14 2.654 -3.007 -0.431  0.046
H15 3.668 4.370 -0.932  0.091
H16 2.314 -2.647 -4.163  0.068
H17 -0.933 3.459 -1.367  0.099
H18 3.024 1.303 0.022  0.040
H19 -1.421 -3.111 -2.014  0.066
H20 -0.065 -4.154 -1.291  0.096
H21 -5.199 -4.461 -0.989  0.072
H22 2.020 -1.804 -5.672  0.082
H23 -3.361 5.353 -0.871  0.150
H24 -1.144 0.299 -0.502  0.084
H25 -3.855 -3.185 3.191  0.095
H26 3.072 3.424 3.137  0.083
H27 4.875 1.873 0.270  0.091
H28 2.305 4.102 0.182  0.048
H29 2.720 1.683 3.069  0.079
H30 -3.715 -3.515 -0.936  0.041
H31 -0.223 8.657 -4.699  0.100
H32 -0.149 -1.181 1.732  0.093
H33 7.376 -4.869 4.537  0.093
H34 -1.954 9.154 -4.096  0.111
H35 5.047 0.613 1.473  0.059
H36 -1.132 -2.370 0.092  0.006
H37 -0.651 2.188 -5.521  0.138
H38 -0.118 1.014 0.725  0.072
H39 -2.510 -0.715 -3.530  0.116
H40 2.498 -3.222 2.202  0.106
H41 4.373 -2.574 -0.248  0.093
H42 0.663 -2.183 -4.499  0.069
H43 -2.460 -3.581 2.082  0.045
H44 -1.721 -4.745 -1.322  0.081
H45 -3.179 1.553 -3.962  0.111
H46 -1.697 5.712 -0.238  0.114
H47 -2.037 3.343 0.085  0.069
H48 -4.511 -3.849 -2.436  0.083
H49 -4.826 -0.928 1.397  0.075
H50 -4.287 -0.393 -0.519  0.044
H51 -2.757 3.284 -1.578  0.077
H52 0.780 -1.609 5.782  0.100
H53 0.384 -1.501 4.094  0.069
H54 -2.680 -4.442 5.018  0.119
H55 -1.345 -4.921 3.877  0.148
H56 1.702 2.692 3.989  0.063
H57 -0.535 9.162 -2.968  0.097
H58 1.770 2.458 -2.020  0.040
H59 -3.160 -0.263 1.734  0.069
H60 -6.286 -2.530 -1.488  0.059
H61 5.315 0.218 -0.216  0.072
H62 0.645 -0.061 5.071  0.092

The calculation puts the HOMO energy at -9.74 eV. As for the relative energy (zero: lowest compared OMol25 entry of this formula, charge and spin): 33.3 kJ/mol. The calculated total energy is -64791.7412 eV. The largest force on an atom is 3.4 eV Å⁻¹. Its charge is 0. The calculation puts the molar mass at 654.741 g mol⁻¹. Its SMILES is CCOC(=O)OC.CCOC(=O)OC.CCOC(=O)OC.O=C1CCCO1.CO.CO.CO.CO.CO.CO.CO.CO.